122
Properties=species:S:1:pos:R:3:forces:R:3:mulliken_charge:R:1 method="wB97M-V/def2-TZVPD" e_homo_ev=-10.123 e_tot_ha=-6435.18587 total_charge=0 smiles="N#C[C@@H](COC(F)(F)F)[C@@H](C#N)CC(=O)c1ccccc1.FC(F)C(F)(F)COC(F)(F)C(F)F.FC(F)C(F)(F)COC(F)(F)C(F)F.FC(F)C(F)(F)COC(F)(F)C(F)F.FC(F)C(F)(F)COC(F)(F)C(F)F.FC(F)C(F)(F)COC(F)(F)C(F)F"
N -2.64696 -4.66964 -3.92067 0.7006 -0.0479 -0.5612 -0.594
C -3.33326 -4.70163 -3.00995 -0.4619 0.0069 0.0995 -0.128
C -4.26891 -4.65973 -1.89839 0.0681 0.0917 0.3398 0.835
C -5.71714 -4.93552 -2.32643 0.2866 -0.4500 0.3335 -1.144
O -6.45256 -3.76257 -2.63166 -0.0550 0.0837 -0.3909 -0.427
C -6.28807 -3.24826 -3.87618 -0.2746 0.2647 0.1801 0.927
F -7.22862 -2.31777 -4.06669 0.4546 -0.4258 0.0808 -0.258
F -5.08195 -2.67457 -4.01729 -0.1840 -0.0033 -0.0726 -0.239
F -6.40085 -4.18305 -4.82924 -0.0059 0.1195 0.0006 -0.267
C -3.77192 -5.57016 -0.72804 0.1039 -0.1575 -0.7172 1.175
C -4.06337 -4.90631 0.52867 0.0402 -0.1626 -0.2606 -0.480
N -4.22447 -4.34837 1.51059 -0.2524 0.2483 0.6768 -0.401
C -4.26511 -7.03084 -0.70855 -0.0044 -0.4561 0.4975 -0.817
C -3.30544 -8.03084 -1.34539 -0.3823 0.2421 -0.2984 -0.201
O -2.66421 -8.77646 -0.65380 0.3072 -0.0680 0.1399 -0.571
C -3.19548 -8.01907 -2.83244 0.4315 0.0302 -0.2273 0.350
C -1.91507 -7.86480 -3.38190 -0.5673 -0.2299 -0.3959 -0.489
C -1.75714 -7.81260 -4.76548 -0.3617 0.0393 0.3716 -0.467
C -2.87099 -7.91546 -5.59756 -0.0840 -0.0787 0.6481 -0.500
C -4.14151 -8.09586 -5.04271 0.3905 0.0793 0.0228 -0.679
C -4.31404 -8.14219 -3.65915 0.4602 0.2797 -0.3901 -0.080
H -4.23605 -3.63428 -1.53499 -0.0305 0.1536 0.0818 0.532
H -6.22900 -5.38332 -1.48375 -0.2523 0.1648 0.1650 0.309
H -5.73240 -5.67161 -3.12683 -0.1375 0.1242 -0.2479 0.594
H -2.68397 -5.59688 -0.78673 0.1561 0.0498 0.0102 -0.346
H -4.32588 -7.34292 0.32940 -0.0718 -0.0279 0.1530 0.571
H -5.26012 -7.15814 -1.12603 -0.0907 0.1354 -0.1516 0.374
H -1.06791 -7.77705 -2.72006 0.0998 -0.0441 0.0344 0.618
H -0.77022 -7.66806 -5.17637 0.0863 0.0045 -0.1165 0.434
H -2.74877 -7.85591 -6.66686 -0.0300 -0.0099 -0.1318 0.408
H -4.98801 -8.18758 -5.70664 -0.1351 -0.0355 0.0323 0.416
H -5.30411 -8.27875 -3.24757 -0.0747 -0.0354 0.0833 0.533
F -2.45906 -0.49776 5.81692 -0.0887 -0.0986 0.0397 -0.271
C -2.61300 -0.63087 4.48468 0.2977 0.2084 -0.0953 0.192
F -2.90821 0.59721 3.98594 -0.0488 -0.0663 -0.0061 -0.283
C -3.73970 -1.60154 4.12997 -0.4533 -0.0765 0.3235 0.904
F -4.92627 -1.10743 4.54826 0.0836 0.0364 0.0280 -0.290
F -3.76993 -1.62041 2.76859 0.1619 -0.0140 -0.0795 -0.308
C -3.59697 -3.06541 4.58387 0.0979 -0.5675 -0.2431 -0.554
O -4.28376 -3.46227 5.76371 -0.0335 0.6202 0.1981 -0.418
C -3.74130 -3.32035 7.01441 0.1285 -0.2952 -0.4402 0.781
F -2.44500 -2.96125 6.97396 -0.0694 0.0977 0.0075 -0.290
F -3.79634 -4.53387 7.61047 0.0210 -0.0705 0.0948 -0.308
C -4.56729 -2.37512 7.89183 -0.1534 0.1008 0.1490 0.205
F -4.65642 -1.15294 7.33450 0.0872 0.0024 -0.0326 -0.207
F -3.95955 -2.25077 9.09399 -0.0013 -0.0283 -0.0152 -0.259
H -1.66702 -0.95909 4.04607 -0.0303 -0.0377 0.0054 0.228
H -4.07204 -3.65389 3.80137 -0.0577 0.1431 -0.0333 0.368
H -2.55444 -3.38451 4.59733 0.0881 0.2322 0.1490 0.352
H -5.57275 -2.77718 8.03103 0.0291 -0.0460 -0.0076 0.232
F 2.01099 4.04827 1.89131 -0.0975 -0.0729 0.0575 -0.245
C 1.72095 3.69773 0.62507 0.2815 0.1746 -0.1327 0.156
F 1.51868 4.84863 -0.07499 0.0537 -0.3875 -0.1566 -0.281
C 0.45172 2.85013 0.53893 -0.4114 0.0626 0.3462 0.970
F -0.61313 3.57903 0.93267 0.1008 0.0208 -0.0040 -0.259
F 0.29392 2.58276 -0.78865 0.1296 -0.0766 -0.0882 -0.335
C 0.44792 1.48907 1.25318 0.0228 -0.5921 -0.1310 -0.923
O -0.16960 1.41376 2.52552 0.0362 0.5862 0.0911 -0.320
C 0.51075 1.69340 3.68648 0.0495 -0.3613 -0.4513 0.728
F 1.83291 1.82816 3.47414 -0.0721 0.1214 0.0405 -0.302
F 0.34766 0.62599 4.50113 0.0177 -0.1000 0.1332 -0.321
C -0.08398 2.89701 4.42249 -0.1660 0.1510 0.1368 0.335
F -0.05425 3.99386 3.64065 0.0725 -0.0246 -0.0172 -0.197
F 0.65709 3.13893 5.52632 0.0077 -0.0228 -0.0084 -0.277
H 2.57745 3.17420 0.19303 -0.0427 -0.0186 -0.0236 0.299
H -0.17684 0.85479 0.62646 -0.0551 0.0541 -0.0210 0.422
H 1.43766 1.03154 1.25436 0.1118 0.2155 0.0664 0.355
H -1.11672 2.68731 4.70893 0.0224 -0.0528 -0.0086 0.191
F 2.05712 10.82596 0.85225 -0.0502 -0.0844 0.0451 -0.213
C 2.85255 11.15748 1.88906 0.1626 0.2687 -0.0109 0.080
F 4.05267 11.52991 1.38582 -0.0414 -0.0417 0.0374 -0.257
C 3.06445 9.97764 2.84091 -0.1240 -0.5209 -0.1677 0.946
F 3.72414 8.98696 2.21066 0.0476 0.1287 0.0323 -0.149
F 3.87487 10.45636 3.82825 -0.0276 0.1210 0.0641 -0.352
C 1.83105 9.38983 3.54553 -0.2666 0.0113 0.5315 -0.835
O 1.27027 8.21178 2.99513 0.2268 0.0765 -0.4789 -0.315
C 0.32579 8.23238 1.99928 0.0324 0.2109 0.4359 0.672
F -0.14912 9.47356 1.77238 0.1097 -0.0400 -0.0650 -0.308
F -0.71305 7.48223 2.42260 -0.0879 -0.0393 -0.0403 -0.279
C 0.84966 7.57181 0.72204 0.0710 -0.0603 -0.2538 0.740
F 1.95849 8.20447 0.26720 -0.0612 0.0863 0.0419 -0.192
F -0.09189 7.65050 -0.24694 -0.0485 0.0211 0.0869 -0.289
H 2.41792 12.00860 2.42076 -0.0243 -0.0335 0.0024 0.265
H 2.20015 9.06507 4.51697 0.0665 -0.0147 -0.0190 0.367
H 1.07537 10.14954 3.74778 -0.0020 0.0795 -0.2513 0.327
H 1.09853 6.53101 0.90012 -0.1041 0.1156 0.2016 -0.194
F 5.76736 9.20418 -1.82578 0.0535 -0.1146 -0.0898 -0.256
C 5.07777 8.33311 -1.05991 -0.2496 0.2251 0.2461 0.247
F 5.45458 8.51745 0.22394 0.1141 -0.0949 -0.1113 -0.250
C 5.36549 6.88385 -1.45598 0.4597 -0.1151 -0.2106 0.884
F 6.65811 6.57779 -1.21155 -0.0473 0.0691 0.0038 -0.292
F 4.60445 6.12291 -0.61429 -0.1555 0.0137 0.0150 -0.232
C 4.98573 6.43943 -2.87808 -0.4629 -0.3468 -0.2813 -0.821
O 6.00731 6.39026 -3.85968 0.3775 0.3819 0.3440 -0.411
C 6.34483 7.48305 -4.61893 -0.4285 -0.2815 0.0264 0.806
F 5.48034 8.50059 -4.46163 0.0925 0.0100 0.0770 -0.288
F 6.27677 7.10072 -5.91416 0.0115 0.0228 -0.1033 -0.305
C 7.79197 7.91909 -4.37257 0.2339 0.0314 0.0117 0.188
F 7.98666 8.22728 -3.07703 -0.0705 0.0322 -0.0029 -0.209
F 8.04927 9.01831 -5.11685 -0.0146 -0.0203 -0.0114 -0.256
H 4.00889 8.54862 -1.14150 0.0084 -0.0317 -0.0342 0.200
H 4.69090 5.39716 -2.76758 0.0436 -0.0162 0.0447 0.403
H 4.10255 6.96579 -3.24062 0.0865 0.2249 0.0834 0.366
H 8.47748 7.11762 -4.65544 -0.0422 -0.0078 -0.0347 0.235
F 4.18868 -5.11370 -1.82167 -0.1160 -0.0443 -0.0046 -0.216
C 4.76567 -6.28982 -2.13908 0.2881 0.0190 0.0239 0.069
F 5.76169 -6.04092 -3.01961 -0.0635 -0.0323 0.0219 -0.264
C 3.76659 -7.25020 -2.78882 -0.4025 0.1899 -0.2872 0.919
F 3.35131 -6.75628 -3.97461 0.0405 0.0390 0.0736 -0.263
F 4.47788 -8.38386 -3.04730 0.0781 -0.0800 0.1219 -0.330
C 2.55216 -7.69655 -1.95822 -0.1678 -0.5455 0.3218 -0.824
O 1.31523 -7.03857 -2.18109 0.2431 0.4931 -0.2686 -0.327
C 0.96641 -5.89017 -1.51914 0.2310 -0.4187 0.1253 0.700
F 1.81813 -5.59451 -0.52253 -0.0054 0.0372 -0.1025 -0.315
F -0.24537 -6.11692 -0.94866 -0.1372 0.0336 0.1087 -0.257
C 0.77340 -4.71672 -2.48073 -0.2297 0.2393 -0.3517 0.449
F 1.89882 -4.46237 -3.17303 0.0718 -0.0623 0.1407 -0.269
F 0.45784 -3.61349 -1.76011 -0.0134 -0.0375 0.0564 -0.277
H 5.19842 -6.73562 -1.23902 -0.0410 -0.0016 0.0009 0.295
H 2.35944 -8.71726 -2.28398 0.0089 0.0069 -0.0660 0.433
H 2.78976 -7.75906 -0.89624 0.1073 0.2250 -0.0009 0.320
H -0.03612 -4.93325 -3.18356 -0.0308 -0.0305 0.0614 0.081